[1]
Formula: C6H7Cl6F3O2
Source: the OMol25 dataset
Level of theory: wB97M-V/def2-TZVPD

Geometry (Å):
C 25.42688 -1.79947 -16.56926
Cl 25.00335 -3.25833 -13.14551
C 19.68548 -1.75290 -15.50113
C 26.48493 -4.21929 -12.87219
H 19.69091 -2.74982 -15.06044
C 17.82271 -2.58070 -18.75544
H 21.10106 -0.11731 -16.09365
H 21.56913 -1.64713 -16.69318
H 21.77938 -1.13835 -14.89676
F 18.51400 -2.33766 -19.83926
C 21.17069 -1.16486 -15.80057
Cl 26.17828 -5.87420 -13.42807
H 19.17584 -1.07492 -14.81650
Cl 26.69077 -0.51711 -16.87220
H 27.29915 -3.94013 -13.54093
O 18.86360 -1.69447 -16.69134
F 17.05657 -3.58371 -18.96992
F 17.03944 -1.56735 -18.48855
O 19.42440 -3.84161 -17.37311
Cl 26.16860 -3.49180 -16.56021
C 18.76506 -2.80926 -17.52861
Cl 27.08615 -4.16611 -11.21583
Cl 24.05882 -1.69969 -17.65577
H 25.07564 -1.61161 -15.55465

Forces on the atoms, in the same order (eV/Å):
C 1.533 -0.325 0.689
Cl 0.520 0.076 0.301
C 0.929 -0.025 -0.481
C 0.386 -0.649 -0.511
H 0.150 -0.101 -0.433
C -0.491 1.093 -0.266
H -0.345 0.087 0.025
H 0.185 -0.675 0.381
H -0.112 -0.718 -0.062
F 1.010 0.201 -0.169
C -1.472 0.766 -0.241
Cl -0.170 -0.225 0.289
H -0.014 0.521 -0.111
Cl -1.045 -1.116 -0.033
H -0.390 0.747 0.258
O 0.452 -1.795 -0.343
F -0.598 -2.269 0.137
F -0.123 1.251 0.558
O -1.492 2.728 0.013
Cl -0.654 1.580 -0.196
C 1.903 -1.082 1.020
Cl -0.397 0.108 -0.349
Cl 0.156 0.025 -0.236
H 0.078 -0.204 -0.239

Summary:
Highest occupied orbital energy (spin up / spin down) ... -13.19 / -13.19 eV
Kohn-Sham gap (spin up / spin down) ... 7.864 / 2.194 eV
Multiplicity ... 2
E_LUMO (spin up / spin down) ... -5.3 / -11.0 eV
⟨S²⟩ ... 0.77
E_tot ... -93705.68353 eV
Total charge ... +1

[2]
Formula: H17O9
Source: the OMol25 dataset
Level of theory: wB97M-V/def2-TZVPD

Geometry (Å):
H -1.24094 0.73247 -0.99806
H -0.01963 -2.19704 3.04497
O -1.78721 0.17201 -1.70966
O 1.39467 0.72593 1.15228
H -2.56761 -0.45742 0.93541
H 3.17129 0.09179 1.13320
H -1.44780 2.00070 0.02931
H -1.63074 -2.59512 0.10007
H 1.78537 -0.33237 -0.86667
O 4.06539 0.38068 0.84444
O -0.54241 1.70478 -0.10767
H -3.61362 0.63095 1.03356
O 1.90456 -1.12820 -1.41522
O 0.61329 1.95130 -3.09280
H 0.08950 1.18215 -3.33314
H -1.83212 -1.18497 -0.62402
O 0.26973 -1.36170 2.65739
O -1.28286 -1.70211 0.02531
H -0.47550 -1.16925 2.06046
H 0.59263 1.22120 0.71142
H 1.01037 -0.15397 1.06892
H 1.67990 -1.82761 -0.79195
H 0.12733 2.28086 -2.31990
O -3.07219 0.06096 1.59274
H -1.11745 -0.33981 -2.18084
H 3.92607 1.31378 1.05046

Forces on the atoms, in the same order (eV/Å):
H 0.485 0.177 -0.343
H 0.230 0.058 0.081
O -0.218 -0.372 0.032
O -0.887 -0.054 -0.716
H 0.034 0.239 0.576
H 0.424 0.035 -0.447
H 0.265 0.429 0.673
H -0.133 0.055 -0.132
H 0.186 0.108 -0.282
O -0.396 0.050 0.628
O -0.752 -0.215 -1.036
H 0.076 0.032 0.174
O -0.235 0.054 0.302
O -0.266 0.184 -0.070
H 0.081 -0.046 -0.051
H 0.592 -0.125 -0.103
O -0.657 -0.537 -0.020
O -0.307 -0.120 0.308
H 0.276 0.245 0.037
H 0.548 0.212 0.361
H 0.262 -0.192 0.535
H -0.027 -0.061 -0.115
H 0.224 -0.124 0.322
O -0.169 -0.246 -0.540
H 0.044 0.172 0.073
H 0.319 0.044 -0.246

Summary:
Highest occupied orbital energy ... -5.68 eV
Kohn-Sham gap ... 8.511 eV
Multiplicity ... 1
E_LUMO ... 2.8 eV
E_tot ... -18705.31556 eV
Total charge ... -1

[3]
Formula: C25H63ClP2Si2Tb
Source: the OMol25 dataset
Level of theory: wB97M-V/def2-TZVPD

Geometry (Å):
H 1.36212 2.57477 1.29437
C -3.06232 0.46482 1.80787
C 1.78292 -1.77728 3.92847
H 2.91978 1.08446 4.39380
H 2.36393 5.14986 -1.63149
H 0.07799 -3.21465 -3.70158
C 0.03086 -0.43217 1.91254
H -2.63116 3.01306 -1.58158
H -2.91875 3.44655 -3.28484
H -3.63629 -2.97316 -0.45492
H 3.34922 0.58024 1.11571
P 0.35426 3.09088 -1.48218
Si 1.67385 -0.27029 2.78560
H 1.46755 -2.69915 3.42157
H -1.58185 -2.75279 1.24689
C 2.43253 4.52276 -2.53158
C 1.19885 -3.82272 0.60016
H -1.15434 -1.62844 4.62380
H -2.24480 -2.24668 3.36409
H 4.07687 -0.49280 2.32981
H -0.15242 -5.55098 -2.66622
C -2.52804 -4.38286 -2.41363
C -1.32165 -3.81267 1.07482
H 1.19639 1.43130 4.60100
H -1.29648 2.79048 0.90002
H -1.90197 4.29239 0.17315
C 2.01291 -2.79561 -2.83679
H -0.84694 2.47042 3.40761
Tb -0.10040 -0.37350 -0.48567
C 2.02439 3.07929 -2.24600
H -0.07250 -1.53945 1.78419
H -1.55565 5.49521 -1.61357
C -1.35643 1.63340 3.91203
H -1.95850 -4.75162 -3.27826
H 2.82804 -1.90308 4.24384
H -2.07117 -2.34761 -3.00244
C -0.87222 3.72198 -2.67927
H 3.47333 4.55358 -2.87674
H 3.18557 -1.17936 0.97097
H 3.82514 2.92997 -0.99894
H -3.35970 -0.37081 1.16476
C -1.02872 5.23308 -2.53812
C -3.19582 -2.25544 -1.16587
H -3.88278 0.64325 2.52208
P -0.42836 -2.89503 -1.44024
H 2.41525 3.85994 0.65092
H 2.09731 2.17105 3.26171
C 3.08442 2.26873 -1.47210
H 1.45680 -5.33143 -1.92210
H -0.30864 -5.02195 -0.40838
H -1.09214 4.33907 1.74955
H -2.97109 1.36258 1.18888
C -2.15675 -2.94060 -2.07415
H 1.31745 4.20369 2.00067
H -0.98075 -4.22001 2.03691
C -1.08133 3.86121 0.75970
H -2.81431 -1.38411 -0.60346
H 1.16523 -1.65151 4.82751
H -2.36613 -5.06008 -1.56245
H 1.26160 -4.32175 1.57588
H -1.65062 0.78499 -0.55556
C 0.64824 -3.50020 -2.79786
H -2.24299 -4.33673 0.78725
H -0.83119 1.42522 4.85638
C 1.97514 1.25280 3.85206
C -0.21788 -4.01536 0.02648
C 0.29297 4.05551 0.10456
H 1.81171 4.96975 -3.31652
H -2.37445 1.97423 4.17251
H -2.84051 -1.06410 4.54951
Si -1.50861 0.10258 2.82497
C 3.20089 -0.34766 1.67929
H -2.08204 1.92935 -2.86760
H 1.27897 -5.33358 -3.68911
H 1.83425 2.54838 -3.19551
H 1.96918 -4.25445 -0.05484
H 1.46379 -2.76087 0.75626
H 2.62060 -3.28031 -3.61330
H -1.63012 5.60855 -3.37475
Cl -0.08701 0.09146 -3.05638
C -1.97197 -1.35870 3.94630
H 1.90665 -1.73346 -3.08688
H -0.41784 3.49462 -3.65885
H 3.61698 1.61213 -2.17739
H -3.59272 -4.41762 -2.67444
C 1.41833 3.64946 1.05761
H 0.42352 5.11064 -0.18306
H -0.07229 5.76691 -2.55401
H 1.77245 -0.67018 -0.69326
C -2.20954 2.97962 -2.59132
C 0.80294 -5.02079 -2.75172
H 2.54601 -2.86733 -1.87979
H -4.00190 -1.87498 -1.81090
H 2.64496 1.61166 -0.70845

Forces on the atoms, in the same order (eV/Å):
H -0.016 0.271 -0.163
C -0.300 0.062 0.330
C 0.477 -0.008 0.259
H -0.155 0.048 -0.129
H 0.031 -0.130 -0.152
H 0.241 -0.092 0.240
C -0.004 0.580 0.940
H 0.089 -0.042 -0.171
H -0.019 0.019 0.013
H 0.183 0.273 -0.175
H -0.063 -0.204 -0.005
P -0.324 -3.743 1.807
Si -0.779 -0.492 -0.522
H 0.037 0.215 0.065
H 0.142 -0.467 -0.115
C 0.790 0.027 -0.363
C 0.055 0.078 0.051
H -0.088 0.049 -0.121
H 0.029 0.125 0.077
H -0.028 0.134 0.014
H 0.273 0.077 0.020
C -0.629 0.031 -0.359
C -0.095 0.061 0.007
H 0.187 -0.047 -0.157
H 0.106 0.254 -0.159
H 0.201 -0.114 0.073
C 0.010 -0.043 -0.161
H -0.110 -0.292 0.151
Tb -0.463 1.625 0.164
C -0.341 0.900 -0.245
H 0.067 0.397 0.198
H 0.110 -0.035 -0.117
C -0.022 0.318 0.314
H -0.192 0.075 0.277
H -0.129 -0.142 0.125
H 0.023 -0.160 0.312
C 0.442 0.630 -0.091
H 0.002 0.199 -0.048
H -0.101 0.226 0.000
H -0.195 -0.112 -0.046
H 0.039 0.191 0.021
C -0.392 0.316 -0.473
C -0.074 -0.054 -0.059
H 0.062 -0.137 -0.019
P 0.162 0.664 0.595
H -0.216 -0.065 0.044
H -0.046 -0.245 0.151
C -0.012 -0.021 -0.066
H -0.206 0.075 -0.252
H 0.102 -0.099 0.581
H 0.018 0.000 -0.154
H 0.075 -0.316 0.014
C 0.397 -0.573 -0.099
H -0.005 -0.085 -0.116
H -0.135 0.088 -0.160
C 0.022 -0.120 0.133
H -0.073 -0.276 -0.314
H 0.085 -0.031 -0.159
H -0.061 0.152 -0.192
H 0.035 0.013 -0.164
H -1.003 0.694 -0.002
C -0.270 -0.250 -0.029
H 0.200 0.136 0.070
H -0.144 0.082 -0.268
C 0.091 0.212 0.259
C -0.161 -0.479 -0.817
C 0.159 0.965 -0.883
H 0.073 -0.055 0.165
H 0.302 -0.094 -0.097
H 0.000 -0.230 0.067
Si 0.614 -0.623 -0.429
C 0.344 -0.158 0.360
H 0.000 0.170 0.191
H 0.009 -0.156 0.165
H -0.037 0.220 0.297
H -0.223 0.148 0.157
H -0.156 -0.400 -0.149
H -0.015 0.043 0.084
H -0.039 0.141 0.097
Cl -0.120 -0.276 -1.194
C -0.395 0.309 0.241
H -0.025 -0.280 0.210
H -0.101 0.070 0.209
H -0.091 0.192 0.277
H 0.052 -0.208 -0.031
C -0.040 -0.138 -0.049
H -0.047 0.120 0.503
H -0.159 -0.109 0.048
H 1.573 -0.024 -0.206
C 0.066 0.032 -0.073
C 0.274 -0.178 -0.354
H -0.172 0.037 -0.237
H 0.116 -0.099 0.274
H 0.107 0.159 -0.308

Summary:
Highest occupied orbital energy (spin up / spin down) ... -3.34 / -3.35 eV
Kohn-Sham gap (spin up / spin down) ... 5.870 / 5.887 eV
Multiplicity ... 7
E_LUMO (spin up / spin down) ... 2.5 / 2.5 eV
⟨S²⟩ ... 12.71
E_tot ... -96238.94894 eV
Total charge ... -1

[4]
Formula: C30H44IMnN6O4
Source: the OMol25 dataset
Level of theory: wB97M-V/def2-TZVPD

Geometry (Å):
H -4.22349 4.47331 1.50283
H 4.53112 1.60400 2.79586
H 2.48439 -4.85078 -2.45387
C 2.52461 -3.13649 3.23840
C -1.22620 3.01501 -4.12066
H -1.41178 3.51099 -7.08518
C 2.51652 -2.88143 1.81624
C -2.20714 1.73048 -0.22031
I -0.04455 -0.69678 -3.55729
C -0.25722 2.61168 5.08254
C 3.19325 3.12220 -0.01224
H -2.35926 -4.31410 -3.14739
H 0.88519 -5.64062 -0.90730
H -2.28514 4.50443 -5.76228
H -1.11668 -4.69514 -1.44056
H -1.59616 -5.02603 0.18417
H 1.62833 -6.79542 -1.96285
C 3.74309 2.22580 2.37104
H 3.03644 -3.62078 1.22510
C 2.86919 -5.20755 -1.49850
C 1.04884 -0.97351 2.08037
H 2.45305 3.77021 0.45709
C 4.39399 -7.07916 -2.30368
C 0.75343 -1.27257 3.36772
C 4.29240 -5.69476 -1.75622
N 4.52486 -8.10240 -2.76838
C 4.22776 2.76526 1.03300
C 1.38424 -2.37553 4.07192
C -2.23172 3.60311 -6.37291
O 0.38210 0.03184 1.51998
H -2.73911 4.78644 0.50380
C -2.19250 2.58346 -5.23732
O 1.83637 -1.92571 -0.09521
H 4.67702 3.70494 1.35438
C -1.59282 -3.07299 -0.32208
H 4.87185 -5.75987 -0.83530
Mn 0.27718 -0.44025 -0.84227
N 1.94832 0.99138 -0.91985
H -1.98262 2.87785 3.86805
H -0.56431 1.70918 5.61101
H -4.09669 -4.47540 -0.69947
H -3.18157 -5.77564 -1.23328
H -3.39543 2.24146 1.43447
C -1.86739 -4.43868 -0.69307
C 1.81294 -6.18686 -1.07760
C -3.19889 -4.68679 -1.28028
H 0.69078 2.25550 4.67940
H 0.68409 3.69455 6.73525
H -4.12294 1.20828 0.17871
H -4.19127 -4.56524 -3.28221
H -0.77839 4.55616 6.01558
O 1.11855 -2.67089 5.21619
C -1.49917 4.28770 -3.51466
H 1.99372 -6.89069 -0.26517
H -5.24650 3.18988 -0.34065
H 2.97739 -4.37971 -0.79774
H -1.88756 1.60186 -5.60002
H 3.01064 1.41991 2.32455
N -0.35830 5.01719 2.31792
C 0.13642 3.99002 5.84034
O 3.29579 -3.70539 3.97646
N -1.19295 1.43738 -0.70587
C 1.85789 -1.90875 1.24772
C -3.35032 -4.15682 -2.72176
N -1.57164 5.28949 -2.95953
H 0.13599 -0.75932 4.09003
H 0.75962 4.68003 5.27147
H -0.68444 1.93538 3.11343
C -0.59802 4.07648 2.94580
H -3.80143 3.44269 -1.26336
H 4.71191 -4.92164 -2.39995
N -1.39227 -1.98723 -0.01012
C -3.80784 4.57218 0.50005
H -1.35741 2.40805 -3.22485
H 3.72916 3.66870 -0.78828
C -0.90764 2.83042 3.69411
H -4.27553 5.52437 0.24970
C -3.52159 2.09887 0.36122
C 2.46573 1.93537 -0.54321
H -3.18114 3.46802 -6.89105
H -3.47629 -3.07575 -2.78102
H -3.17527 2.55496 -4.76673
H -0.21076 2.83647 -4.47437
H 3.67666 2.87029 3.24758
H 4.99107 2.08502 0.65523
C -4.17253 3.34841 -0.24282

Forces on the atoms, in the same order (eV/Å):
H 0.624 -0.190 0.567
H 0.710 -0.165 -0.323
H 0.167 0.586 0.080
C -1.508 1.911 1.771
C -0.372 -1.455 0.004
H 0.090 0.369 0.283
C 2.295 -3.352 2.511
C 1.219 0.131 -0.504
I -0.169 -0.130 -0.042
C 3.134 2.138 -1.582
C -0.419 -0.547 0.112
H -0.326 -0.284 -0.846
H 0.048 -0.034 0.290
H 0.222 0.810 -1.106
H 0.130 -0.050 -0.109
H -0.395 -0.253 0.061
H -0.198 -0.375 0.032
C 0.774 -2.026 0.818
H 0.229 0.130 -0.259
C 0.129 0.313 0.119
C -3.041 2.382 -0.829
H -0.138 0.121 -0.220
C -0.155 3.161 0.383
C 1.249 -1.435 1.918
C -0.171 -1.010 0.334
N 0.148 -2.166 -0.769
C 0.224 0.306 1.472
C 0.213 0.505 -1.929
C -0.759 -0.501 0.978
O 1.465 -1.222 -1.028
H 0.041 -0.296 0.267
C 0.272 -0.010 0.262
O -1.404 1.925 1.432
H 0.516 0.137 -0.683
C 0.042 0.913 0.229
H -0.002 0.339 0.127
Mn 0.828 -0.570 1.441
N -0.193 0.071 -0.150
H -0.338 -0.061 -0.375
H -0.856 0.673 0.307
H 0.366 0.601 0.484
H -0.465 -0.344 -0.793
H 0.038 -0.251 0.066
C 1.478 0.744 0.646
C -0.487 -0.732 -0.462
C -1.790 -1.276 -0.739
H 0.691 -0.123 0.647
H -0.313 0.383 0.222
H -0.197 0.009 0.212
H 0.338 -0.422 0.037
H 0.002 -0.051 0.643
O 0.066 -0.404 0.537
C 0.900 1.008 -0.389
H 0.274 0.353 0.239
H -0.032 0.055 0.284
H -0.316 0.190 -0.224
H -0.209 -0.133 0.337
H -0.869 0.583 -0.100
N -0.245 -0.658 0.542
C -1.165 -1.935 -0.433
O 1.059 -1.197 -0.783
N -1.693 0.287 0.861
C -1.133 0.529 -3.768
C 0.692 0.296 0.720
N -0.444 0.260 0.147
H -0.499 0.734 -0.669
H 0.142 -0.547 -0.431
H -0.063 0.152 -0.514
C 0.598 -0.293 0.001
H -0.120 -0.049 -0.238
H 0.540 -0.536 -0.157
N 0.043 0.122 -0.357
C -0.333 1.381 1.402
H 0.200 -0.925 -0.254
H -0.481 -0.138 -0.362
C -1.469 0.107 0.788
H -0.173 -0.198 -0.995
C 0.470 -0.481 -0.212
C 0.978 1.089 0.296
H 0.100 0.214 -0.260
H -0.021 0.146 0.427
H -0.184 -0.359 -0.251
H 0.196 0.625 0.348
H -1.013 0.702 -0.599
H -0.047 0.210 -0.271
C 0.267 -0.518 -1.669

Summary:
Highest occupied orbital energy (spin up / spin down) ... -4.41 / -4.42 eV
Kohn-Sham gap (spin up / spin down) ... 6.574 / 6.576 eV
Multiplicity ... 6
E_LUMO (spin up / spin down) ... 2.2 / 2.2 eV
⟨S²⟩ ... 8.75
E_tot ... -88375.78894 eV
Total charge ... -1